(1)
# C39H38As2N5OS2Ti

A structure of composition C39H38As2N5OS2Ti at a distorted geometry (ωB97M-V/def2-TZVPD, the OMol25 dataset).

CARTESIAN COORDINATES (ANGSTROEM)
As 2.26444 -1.16322 0.86832
As -0.58107 0.75782 1.11439
Ti -1.50805 -0.48344 -1.13881
S -1.94418 -1.59695 -3.35665
S -2.58623 -2.41338 0.08157
O 0.27416 -0.92857 -1.72000
N -1.79395 1.40979 -2.16157
N 0.65354 -1.46627 -2.89549
N -4.39530 -0.46362 0.13907
N -3.56874 0.22400 -0.70196
N -4.83084 -2.28666 1.44268
C -0.30367 -1.86136 -3.76706
C -4.23069 1.80451 2.93441
C -0.86334 1.94587 -2.95305
C 5.11348 0.47516 3.44666
C 3.28360 -5.33250 -1.15399
C 0.14388 -2.45425 -4.95622
C 2.53125 3.19547 -0.27435
C 1.48774 -2.60328 -5.19537
C -3.03435 1.93872 -2.17382
C 5.45453 -0.56586 4.29606
C 1.65461 -3.79275 -0.28506
C 1.95958 -4.98203 -0.93172
C -4.02995 1.24761 -1.32903
C -0.00442 -0.42059 2.57191
C 0.77536 2.12082 0.97066
C -4.46371 3.09089 2.46445
C 3.58892 -0.98237 2.27468
C 4.18422 0.26569 2.43485
C 3.99109 -3.30211 -0.07013
C -2.34453 3.04933 1.32285
C -2.37923 3.58750 -3.77163
C 4.29806 -4.49035 -0.71987
C 2.43093 -2.16708 -4.25702
C -2.11037 1.75477 1.78196
C 1.54196 2.22866 -0.18381
C 3.93564 -2.02291 3.13375
C -1.11021 3.03921 -3.76432
C -3.36428 3.02114 -2.97336
C 2.76127 4.05276 0.79386
C 2.00599 3.94037 1.95266
C 1.98627 -1.59973 -3.09896
C 1.01216 2.97619 2.04197
C -3.51715 3.71284 1.66090
C 4.86654 -1.81578 4.13861
C -5.44787 1.70046 -1.26286
C 0.71531 -1.63813 2.00525
C -3.06285 1.13715 2.58932
C -4.01735 -1.67231 0.59283
C 2.66453 -2.94002 0.15802
H -5.22390 -0.00229 0.48792
H 5.33396 -4.76155 -0.87831
H 2.59610 -1.25081 -2.27939
H 0.61242 -3.53923 -0.12484
H 3.49018 -3.00452 3.01142
H 2.19019 4.60240 2.78826
H 0.10851 1.47237 -2.93899
H 0.62409 0.17699 3.23407
H 1.16276 -5.64035 -1.25566
H -0.59361 -2.78635 -5.67202
H -5.58607 2.38916 -0.42357
H 3.92282 1.07960 1.76570
H 3.49176 -2.28024 -4.42245
H 1.05808 -2.29150 2.80877
H 0.42539 2.90202 2.95054
H -4.36030 3.43467 -2.97883
H 3.52485 -6.26226 -1.65240
H -2.61144 4.43862 -4.39741
H 6.18320 -0.40814 5.08048
H -5.73047 -1.91616 1.70670
H -4.57937 -3.19788 1.79093
H 5.13893 -2.62821 4.79976
H 3.53636 4.80505 0.72585
H 1.40551 1.51398 -0.98591
H -5.36575 3.61753 2.74865
H -0.31468 3.43704 -4.37779
H -5.74583 2.21200 -2.17147
H 5.57413 1.44730 3.56538
H -0.88425 -0.72178 3.14178
H 1.81774 -3.06459 -6.11659
H -2.89294 0.13746 2.97521
H -6.12398 0.85397 -1.13815
H 4.79623 -2.66077 0.27045
H -4.94657 1.33317 3.59697
H -3.67925 4.72603 1.31622
H -1.60249 3.55200 0.71332
H 3.13483 3.27038 -1.16971
H 0.02614 -2.21636 1.38951

As for the energy relative to the best compared isomer or geometry (same formula, charge and spin): 1.7 kJ/mol. Its charge is +2. The HOMO-LUMO gap (spin up / spin down) comes out at 6.1 / 5.9 eV. The value obtained for the HOMO energy (spin up / spin down) is -12.36 / -12.36 eV. The total energy comes out at -7974.96365 Eh. The calculation puts the largest force on an atom at 0.0198 Eh/bohr. As for the spin multiplicity: 2.

=====

(2)
# C39H38F10FeN8OPS2

A structure of composition C39H38F10FeN8OPS2 at a distorted geometry (ωB97M-V/def2-TZVPD, the OMol25 dataset).

CARTESIAN COORDINATES (ANGSTROEM)
Fe 0.10055 0.87618 1.35728
S -2.40529 2.77116 -2.31409
S -0.23598 2.72075 -0.38430
P 1.30572 0.42552 -1.92894
F 1.31315 -4.60015 -0.22034
F 1.24847 -2.03367 -0.64697
F 3.18320 -1.33165 3.67030
F -4.74258 -0.64930 6.07825
F 3.26635 -3.89167 3.99276
F -3.41628 0.47208 1.71881
F 2.31972 -5.64160 2.11901
F -2.88680 1.10649 7.06691
F -1.25721 2.43732 5.50407
F -4.95047 -0.92493 3.36049
O -0.31523 -0.60843 2.79679
N 3.48247 1.95512 -2.87912
N 3.27856 -0.25824 -3.86544
N -1.31582 -0.11114 0.14044
N -1.38772 2.09426 2.55732
N 1.72569 1.49868 -4.51299
N 2.16279 -0.10910 1.14027
N -1.89997 0.59470 -0.91618
N 1.37269 2.10489 2.75475
C -1.01087 -4.05162 3.47689
C -3.53115 -1.57927 -4.87352
C -1.56725 -4.49641 2.26741
C -2.53997 0.99955 -5.04537
C -1.61265 -1.37734 0.16887
C 0.68402 1.15653 -3.51723
C -2.17258 1.63948 4.88414
C -3.83289 -0.64638 -3.89145
C 2.60459 2.49299 -4.01816
C 3.17339 0.76688 1.71982
C -3.33746 0.65263 -3.95921
C 2.47383 0.32289 -4.93626
C -2.24158 0.07315 -6.03472
C -3.19707 0.61151 3.03701
C 2.75139 -2.06039 2.61307
C 1.57345 1.50501 4.06965
C -3.00650 0.93731 5.73561
C 2.24316 -1.44503 1.44074
C -1.32898 -2.23814 1.32188
C -0.62585 -2.74920 3.61213
C -4.01621 -0.10583 3.87482
C 2.29298 -4.31706 1.90170
C -1.51455 1.79887 -1.10289
C -0.74350 -1.78600 2.55881
C 2.66329 1.66240 -1.65017
C 4.19936 0.70300 -3.38190
C -0.81479 3.38943 2.86349
C -2.18427 1.50930 3.47390
C -1.71928 -3.59461 1.24355
C -3.70499 1.65089 -2.88890
C -2.30212 -2.00549 -1.01736
C 1.77335 -3.78582 0.74054
C -2.73237 -1.22285 -5.95094
C 1.76058 -2.42327 0.53715
C 2.59613 2.15523 1.96618
C 2.77922 -3.42647 2.83144
C -3.93317 0.04304 5.24969
C 2.43558 -0.80604 -2.77708
C 0.74281 3.42771 2.84623
H 3.36311 2.81016 2.41828
H 0.09993 2.05193 -3.29639
H 3.61136 0.40778 2.64779
H -3.33702 -2.26162 -0.77716
H 3.08765 -1.25747 -2.02745
H -1.17299 3.80290 3.80706
H -1.87967 -5.52469 2.14180
H -4.49538 2.30640 -3.26376
H -2.49317 -1.94925 -6.71767
H 4.04019 0.90181 1.03835
H 4.77539 0.31495 -2.54192
H -2.16407 -3.96121 0.33084
H -1.13552 4.09579 2.08593
H -2.29990 -1.32164 -1.85552
H 4.18114 2.66242 -2.65531
H 2.31807 2.60625 1.00756
H 1.06724 3.99922 1.97446
H -3.91541 -2.58836 -4.79128
H 3.14111 0.60584 -5.75622
H -2.13667 2.00341 -5.10283
H -0.00190 0.44016 -3.96790
H -0.19363 -2.38070 4.53521
H 2.21646 2.59720 -1.31270
H 4.86693 1.03778 -4.17969
H -0.88279 -4.73985 4.30539
H 0.67951 1.65407 4.66470
H -1.78506 -2.92090 -1.30156
H 2.05049 3.33681 -3.60771
H -4.08484 1.13550 -2.00762
H 3.33183 1.27539 -0.87887
H -4.44341 -0.93292 -3.04366
H -1.61701 0.36444 -6.87080
H 1.73417 0.43480 3.97950
H 1.77137 -0.42723 -5.29529
H 1.82559 -1.61346 -3.18539
H 2.42803 1.97429 4.58285
H 3.30009 2.82469 -4.79290
H 1.12571 3.95746 3.73127

As for the energy relative to the best compared isomer or geometry (same formula, charge and spin): 0.0 kJ/mol. Its charge is -1. The HOMO-LUMO gap (spin up / spin down) comes out at 4.6 / 4.7 eV. The value obtained for the HOMO energy (spin up / spin down) is -3.51 / -3.59 eV. The total energy comes out at -5422.30092 Eh. The calculation puts the largest force on an atom at 0.0198 Eh/bohr. As for the spin multiplicity: 5.